This record from the OMol25 dataset describes a cluster of 2 separate species, H4NO3PS in total in a non-equilibrium geometry. The level of theory is ωB97M-V/def2-TZVPD.

```
10
Properties=species:S:1:pos:R:3:forces:R:3
S -0.0714 0.0735 -0.0382 0.842 -0.673 0.771
P -3.1297 0.3858 -0.0916 -1.696 -1.190 2.985
O -4.4648 -0.5980 -0.1334 -0.213 1.253 0.133
O -3.1085 -1.2013 -0.1148 1.356 -0.888 -0.096
O -2.7820 1.1711 1.0956 -0.463 0.005 -1.360
N 1.0980 -0.0129 1.3502 0.076 2.144 -1.690
H 0.5946 0.4930 2.1326 1.268 -0.247 -1.195
H -3.1305 0.6957 -1.3869 0.611 1.157 -1.366
H -0.8092 -0.9491 0.4175 0.160 -0.196 -0.216
H 1.8901 0.6016 0.8770 -1.941 -1.364 2.032
```
Forces are in eV/Å.

Calculated values
Relative energy (zero: lowest compared OMol25 entry of this formula, charge and spin) = 3.928 eV
Structure (SMILES) = O=[PH]1OO1.NS
Molecular weight = 129.077 g mol⁻¹
Net charge = 0
LUMO = -0.10 eV